1.
A molecular structure, C14H31CuO7 in a non-equilibrium geometry, computed with ωB97M-V with the def2-TZVPD basis set.

Computed properties:
Energy relative to the best compared isomer or geometry (same formula, charge and spin): 242.84 kJ/mol
LUMO energy: 4.309 eV
HOMO: 1.05 eV
Total energy: -73984.3592 eV

```
! RIJCOSX wB97M-V def2-TZVPD def2/J DEFGRID3
* xyz -2 1
Cu 0.77 0.40 0.15
C -1.14 -3.39 1.35
C -0.18 -2.17 1.23
O 1.14 -2.30 1.67
H -1.10 -3.83 2.34
H -0.93 -4.18 0.63
H -2.13 -2.98 1.17
H -0.59 -1.36 1.82
H -0.24 -1.91 0.17
C 3.79 2.28 3.03
C 2.83 1.69 2.12
O 2.60 0.29 2.30
H 4.70 1.82 3.41
H 3.31 2.51 3.98
H 4.16 3.20 2.58
H 3.41 1.70 1.20
H 1.92 2.29 2.11
C 4.03 0.56 -2.46
C 3.51 -0.81 -2.05
O 2.65 -0.76 -0.93
H 4.12 1.15 -1.55
H 3.31 1.04 -3.12
H 5.02 0.38 -2.89
H 4.39 -1.43 -1.87
H 3.11 -1.37 -2.89
O -0.73 0.08 -1.55
C -1.65 -0.51 -2.17
O -1.56 -1.72 -2.74
C -0.29 -2.36 -2.87
C -0.36 -3.78 -2.55
C -2.94 0.16 -2.67
H 0.41 -1.97 -2.13
H 0.24 -2.19 -3.81
H -0.69 -4.04 -1.54
H 0.60 -4.26 -2.76
H -1.06 -4.20 -3.27
H -3.12 -0.23 -3.67
H -2.98 1.24 -2.79
H -3.76 -0.23 -2.06
O -0.74 1.69 1.28
C -1.39 2.55 1.84
O -2.63 2.47 2.34
C -3.43 1.31 2.28
C -3.94 1.23 0.84
C -0.88 3.90 1.93
H -4.32 1.32 2.92
H -2.87 0.38 2.40
H -4.59 2.06 0.55
H -4.48 0.28 0.78
H -3.10 1.15 0.15
H -1.58 4.48 2.52
H -0.80 4.33 0.93
H 0.13 4.06 2.31
*
```

natural (NBO) atomic charge list, values in e, 5 entries:
1 Cu 0.88
2 C -0.67
3 C -0.07
4 O -0.87
5 H 0.18

2.
7 unconnected molecules or ions with the total composition C14H31FN2O26S7 in a non-equilibrium geometry, computed with ωB97M-V with the def2-TZVPD basis set.

Computed properties:
LUMO energy: -0.043 eV
HOMO: -9.52 eV
Total energy: -149793.3541 eV
SMILES string: CCNNS(=O)(=O)F.O=S1(=O)OCCO1.O=S1(=O)OCCO1.O=S1(=O)OCCO1.O=S1(=O)OCCO1.O=S1(=O)OCCO1.O=S1(=O)OCCO1

```
! RIJCOSX wB97M-V def2-TZVPD def2/J DEFGRID3
* xyz 0 1
C 2.51 -0.14 -0.92
C 2.02 1.30 -0.68
N 0.88 1.22 0.24
N -0.31 1.83 -0.18
S -1.52 0.83 -0.72
O -2.53 0.72 0.26
O -1.86 1.22 -2.05
F -0.81 -0.54 -0.79
H 2.87 -0.54 0.02
H 3.24 -0.21 -1.71
H 1.62 -0.71 -1.19
H 1.75 1.77 -1.63
H 2.83 1.86 -0.22
H 1.09 1.54 1.18
H -0.19 2.58 -0.86
C 2.37 -0.67 5.15
C 3.74 -0.20 4.71
O 3.46 0.87 3.79
S 2.15 1.65 4.25
O 2.50 2.81 4.97
O 1.27 1.73 3.14
O 1.61 0.56 5.27
H 1.90 -1.30 4.41
H 2.39 -1.18 6.11
H 4.30 -0.97 4.20
H 4.32 0.20 5.54
C 5.12 1.05 -5.24
C 3.90 1.94 -5.32
O 3.63 2.27 -3.95
S 5.00 2.38 -3.14
O 5.39 3.74 -3.06
O 4.88 1.57 -1.98
O 5.92 1.65 -4.21
H 4.87 0.03 -4.94
H 5.69 1.03 -6.17
H 3.04 1.44 -5.75
H 4.10 2.86 -5.87
C -2.08 4.08 3.41
C -0.70 4.52 2.98
O -0.95 5.58 2.04
S -2.26 6.39 2.48
O -1.88 7.55 3.21
O -3.12 6.48 1.35
O -2.82 5.31 3.51
H -2.56 3.45 2.66
H -2.09 3.58 4.37
H -0.14 3.72 2.50
H -0.12 4.92 3.81
C 6.00 -4.42 7.37
C 6.31 -3.47 6.23
O 5.43 -3.90 5.18
S 4.06 -4.45 5.81
O 3.08 -3.41 5.77
O 3.79 -5.72 5.26
O 4.58 -4.58 7.31
H 6.48 -5.39 7.23
H 6.27 -4.01 8.34
H 7.34 -3.54 5.89
H 6.07 -2.44 6.49
C -3.39 -0.53 -4.30
C -4.73 0.04 -4.73
O -4.63 0.11 -6.17
S -3.75 -1.11 -6.70
O -4.59 -2.17 -7.13
O -2.75 -0.59 -7.57
O -3.10 -1.52 -5.31
H -2.61 0.22 -4.31
H -3.43 -1.00 -3.33
H -4.91 1.03 -4.32
H -5.55 -0.63 -4.47
C -8.13 -4.71 -3.87
C -9.29 -3.99 -3.21
O -8.66 -2.97 -2.42
S -7.34 -2.45 -3.17
O -7.65 -1.27 -3.89
O -6.26 -2.50 -2.25
O -7.21 -3.66 -4.20
H -7.64 -5.40 -3.19
H -8.42 -5.23 -4.78
H -9.88 -4.63 -2.56
H -9.94 -3.51 -3.94
*
```

Mulliken atomic charge list, values in e, 5 entries:
1 C -1.10
2 C -0.32
3 N 0.19
4 N -0.23
5 S 1.19

3.
C14H31FNO6PS in the gas phase in a non-equilibrium geometry, computed with ωB97M-V with the def2-TZVPD basis set.

Computed properties:
LUMO energy: 0.716 eV
HOMO: -9.57 eV
Total energy: -51638.1873 eV
SMILES string: CCOP(=O)(CCN(CCCCCCCOC)S(=O)(=O)F)OCC

```
! RIJCOSX wB97M-V def2-TZVPD def2/J DEFGRID3
* xyz 0 1
C 3.32 -3.29 0.98
C 3.39 -2.11 1.98
O 2.41 -1.07 1.74
P 2.64 -0.19 0.44
O 2.26 -0.83 -0.81
C 1.77 1.35 0.74
C 0.24 1.29 0.64
N -0.24 2.62 1.06
C -1.26 3.25 0.17
C -2.66 2.60 0.04
C -2.89 1.60 -1.12
C -3.61 0.37 -0.58
C -4.02 -0.64 -1.65
C -2.85 -1.59 -1.99
C -3.11 -2.97 -1.38
O -1.95 -3.55 -0.84
C -1.62 -2.96 0.40
S -0.61 2.69 2.67
O -0.64 1.41 3.26
O 0.24 3.62 3.28
F -2.03 3.31 2.74
O 4.20 0.19 0.48
C 4.86 0.21 -0.79
C 4.46 1.36 -1.67
H 2.42 -3.18 0.40
H 4.17 -3.27 0.32
H 3.26 -4.21 1.53
H 4.39 -1.72 2.05
H 3.14 -2.50 2.95
H 2.10 2.01 -0.06
H 2.11 1.81 1.66
H -0.22 0.45 1.14
H -0.01 1.19 -0.41
H -1.43 4.24 0.56
H -0.78 3.37 -0.79
H -2.96 2.12 0.96
H -3.34 3.43 -0.11
H -3.60 2.06 -1.80
H -1.99 1.38 -1.69
H -3.04 -0.10 0.22
H -4.52 0.74 -0.11
H -4.44 -0.14 -2.52
H -4.82 -1.24 -1.23
H -2.74 -1.64 -3.07
H -1.95 -1.15 -1.57
H -3.50 -3.59 -2.18
H -3.88 -2.92 -0.61
H -1.43 -3.73 1.14
H -2.40 -2.30 0.75
H -0.71 -2.38 0.28
H 4.80 -0.73 -1.32
H 5.91 0.35 -0.56
H 4.75 2.30 -1.21
H 3.40 1.34 -1.90
H 4.99 1.32 -2.61
*
```

natural (NBO) atomic charge list, values in e, 5 entries:
1 C -0.65
2 C -0.07
3 O -0.80
4 P 2.40
5 O -1.12

4.
A molecular structure, C14H31N7O20S2 in a non-equilibrium geometry, computed with ωB97M-V with the def2-TZVPD basis set.

Computed properties:
Energy relative to the best compared isomer or geometry (same formula, charge and spin): 3060.29 kJ/mol
LUMO energy: -0.555 eV
HOMO: -7.27 eV
Total energy: -88020.4908 eV

```
! RIJCOSX wB97M-V def2-TZVPD def2/J DEFGRID3
* xyz 0 1
C 3.93 0.35 -0.37
N 4.32 0.29 1.09
O 5.38 -0.33 1.33
O 3.54 0.52 1.97
H 2.98 0.89 -0.40
H 3.71 -0.62 -0.80
H 4.78 0.84 -0.84
C -3.24 1.13 1.58
N -2.19 0.69 2.49
O -1.28 -0.01 2.13
O -2.30 1.01 3.67
H -3.89 0.27 1.41
H -2.79 1.63 0.73
H -3.77 1.93 2.10
C 0.11 1.95 -2.72
N 1.48 2.14 -2.19
O 1.61 3.18 -1.53
O 2.31 1.22 -2.25
H -0.40 1.37 -1.95
H 0.08 1.22 -3.52
H -0.43 2.90 -2.80
C 0.07 -0.45 0.93
N 0.45 0.78 0.17
O 1.66 0.94 0.16
O -0.38 1.60 -0.03
H 0.62 -1.27 0.47
H -0.98 -0.63 0.71
H 0.39 -0.40 1.97
C 3.10 4.01 0.35
N 1.95 3.21 0.91
O 0.93 3.87 1.22
O 2.17 1.98 1.17
H 4.09 3.55 0.42
H 3.26 4.96 0.87
H 2.82 4.20 -0.68
C -1.66 3.18 -0.83
N -1.72 3.73 0.56
O -2.17 2.99 1.42
O -1.52 4.90 0.69
H -0.70 2.66 -0.93
H -1.84 4.03 -1.49
H -2.46 2.44 -0.90
C 1.09 -3.04 -0.56
C -0.06 -3.15 -1.59
O 0.15 -2.12 -2.46
S 1.19 -0.97 -1.94
O 0.53 0.28 -1.63
O 2.43 -0.93 -2.70
O 1.45 -1.64 -0.52
H 1.82 -3.73 -0.97
H 0.80 -3.50 0.38
H -0.96 -2.88 -1.04
H -0.16 -4.15 -2.02
C -4.32 -1.69 -2.37
C -5.08 -1.91 -1.08
O -4.10 -1.81 0.01
S -2.74 -0.93 -0.43
O -1.49 -1.56 -0.07
O -2.96 0.45 0.05
O -3.05 -1.11 -2.04
H -4.79 -1.08 -3.14
H -4.22 -2.70 -2.78
H -5.59 -2.87 -0.99
H -5.83 -1.12 -1.05
N 1.55 -4.24 2.51
C 2.26 -3.42 1.62
C 1.99 -2.09 1.92
C 0.71 -2.10 2.47
C 0.50 -3.43 2.98
H 1.60 -5.25 2.44
H 3.04 -3.87 1.01
H 2.40 -1.18 1.53
H 0.09 -1.22 2.58
H -0.28 -3.87 3.58
*
```

Mulliken atomic charge list, values in e, 5 entries:
1 C 0.39
2 N 1.09
3 O -0.70
4 O -0.47
5 H -0.32